Density functional theory data (ωB97M-V/def2-TZVPD) for one molecule with the formula C2H3N3O2.

Structure (XYZ):
```
10
Properties=species:S:1:pos:R:3
C -0.019 0.906 0.579
C -0.140 -0.858 -0.480
H -1.037 2.458 1.614
H 1.921 -0.971 -0.690
H -1.479 -1.946 -0.779
N 1.163 0.727 0.034
N 1.095 -0.621 -0.312
N -0.925 0.036 0.198
O -0.089 2.257 1.025
O -0.490 -1.989 -1.188
```

Summary:
LUMO energy = 0.574 eV
highest occupied orbital energy = -0.3348 Ha
SMILES = Oc1n[nH]c(O)n1
energy relative to the best compared isomer or geometry (same formula, charge and spin) = 2.988 eV
E = -10685.4685 eV
Kohn-Sham gap = 9.69 eV

=====

Density functional theory data (ωB97M-V/def2-TZVPD) for C2H6B3FO4Ti as an isolated structure.

Structure (XYZ):
```
17
Properties=species:S:1:pos:R:3
C -0.073 -0.909 -2.711
O 0.701 -0.066 -1.803
C -0.215 0.695 -0.917
B 0.281 0.604 0.648
O 1.186 -0.397 1.190
B 0.745 -0.840 2.493
O -0.040 -0.009 3.389
B -0.904 0.762 2.564
F -2.288 0.760 2.602
O -0.289 1.586 1.547
H 0.604 -1.142 -3.593
H -0.355 -1.892 -2.238
H -0.976 -0.344 -3.091
H -1.212 0.142 -0.951
H -0.372 1.760 -1.279
H 1.036 -1.904 2.935
Ti 2.172 1.195 -0.787
```

Summary:
LUMO energy (spin up / spin down) = -4.960 / -5.079 eV
highest occupied orbital energy (spin up / spin down) = -0.4197 / -0.4016 Ha
total charge = +1
E = -38219.3903 eV
multiplicity = 2
Kohn-Sham gap (spin up / spin down) = 6.46 / 5.85 eV

=====

Density functional theory data (ωB97M-V/def2-TZVPD) for a 7-piece molecular cluster, C12H33N2O14S2 overall.

Structure (XYZ):
```
63
Properties=species:S:1:pos:R:3
C -0.366 -0.922 -0.961
C 0.157 -2.320 -1.301
O 1.281 -2.684 -0.896
O -0.484 -3.024 -2.141
H -0.879 -0.914 -0.001
H -0.992 -0.566 -1.783
H 0.404 -0.147 -0.913
C -0.973 -1.410 -5.016
O -1.981 -1.902 -4.150
H -0.223 -0.890 -4.418
H -0.479 -2.222 -5.561
H -1.396 -0.787 -5.807
H -1.489 -2.218 -3.356
C 4.000 -2.323 1.201
O 3.897 -1.748 -0.079
H 3.028 -2.393 1.697
H 4.515 -3.286 1.168
H 4.574 -1.645 1.843
H 3.038 -2.035 -0.444
O -1.300 4.104 1.708
S -1.275 2.685 2.000
O -0.044 2.064 2.394
O -2.466 2.372 3.076
C -3.624 3.190 2.977
C -4.468 2.960 4.233
C -1.905 1.863 0.506
H -4.226 2.984 2.091
H -3.360 4.248 2.952
H -3.928 3.155 5.160
H -4.794 1.917 4.256
H -5.382 3.546 4.348
H -2.113 0.816 0.714
H -1.158 1.953 -0.280
H -2.829 2.389 0.279
O 1.708 3.703 0.034
S 2.323 2.510 -0.493
O 1.831 1.925 -1.726
O 3.934 2.749 -0.731
C 4.602 1.920 -1.723
C 4.796 2.901 -2.886
C 2.505 1.154 0.699
H 4.033 1.034 -2.001
H 5.523 1.612 -1.229
H 5.394 3.749 -2.560
H 3.819 3.289 -3.171
H 5.189 2.395 -3.772
H 2.754 1.673 1.625
H 3.321 0.524 0.360
H 1.525 0.699 0.819
C 0.495 -1.712 3.326
N -0.738 -1.708 2.523
O -1.422 -0.705 2.658
O -0.969 -2.651 1.807
H 1.290 -2.330 2.918
H 0.264 -2.003 4.346
H 0.838 -0.681 3.246
C -3.746 -3.192 -1.275
N -3.588 -4.624 -1.558
O -4.417 -5.250 -2.192
O -2.700 -5.165 -0.930
H -2.814 -2.714 -1.578
H -3.939 -3.161 -0.206
H -4.573 -2.751 -1.825
```

Summary:
LUMO energy = 2.211 eV
highest occupied orbital energy = -0.1981 Ha
total charge = -1
E = -66289.7158 eV
Kohn-Sham gap = 7.60 eV

=====

Density functional theory data (ωB97M-V/def2-TZVPD) for one molecule with the formula C5H9NO.

Structure (XYZ):
```
16
Properties=species:S:1:pos:R:3
C 1.323 0.049 -1.891
N 0.887 0.235 -0.518
C 1.242 -0.765 0.449
C -0.185 -0.645 -0.004
C -1.294 -0.134 0.801
O -2.062 -1.061 1.040
C -1.572 1.257 1.247
H 2.365 0.368 -2.019
H 0.690 0.663 -2.539
H 1.227 -1.000 -2.197
H 1.741 -1.669 0.077
H 1.561 -0.443 1.436
H -0.917 -1.629 -0.013
H -2.553 1.559 0.875
H -1.632 1.242 2.335
H -0.822 1.975 0.921
```

Summary:
LUMO energy = 0.979 eV
highest occupied orbital energy = -0.3559 Ha
SMILES = CC(=O)[C@@H]1CN1C
energy relative to the best compared isomer or geometry (same formula, charge and spin) = 3.759 eV
E = -8865.4541 eV
Kohn-Sham gap = 10.66 eV

=====

Density functional theory data (ωB97M-V/def2-TZVPD) for a 2-piece molecular cluster, C2H5N2O3 overall.

Structure (XYZ):
```
12
Properties=species:S:1:pos:R:3
C 1.714 0.544 -0.703
C 1.073 1.479 0.016
N -0.383 -0.967 -0.292
N -0.748 -2.152 -0.590
O -1.067 -0.222 0.395
O 2.323 -0.229 -1.227
O -1.901 -2.820 -0.140
H 0.265 0.988 0.685
H 1.837 2.003 0.749
H 0.642 2.091 -0.751
H -0.052 -2.763 -1.092
H -2.416 -2.215 0.518
```

Summary:
LUMO energy = -4.713 eV
highest occupied orbital energy = -0.5331 Ha
total charge = +1
energy relative to the best compared isomer or geometry (same formula, charge and spin) = 6.010 eV
E = -11265.2756 eV
Kohn-Sham gap = 9.79 eV

=====

Density functional theory data (ωB97M-V/def2-TZVPD) for H2OSn as an isolated structure.

Structure (XYZ):
```
4
Properties=species:S:1:pos:R:3
Sn 2.906 0.364 2.690
O -0.609 -0.176 -0.755
H -1.352 -0.777 -0.713
H -0.945 0.589 -1.222
```

Summary:
LUMO energy = -14.337 eV
highest occupied orbital energy = -0.6486 Ha
total charge = +2
energy relative to the best compared isomer or geometry (same formula, charge and spin) = 2.259 eV
E = -7887.8142 eV
Kohn-Sham gap = 3.31 eV

=====

Density functional theory data (ωB97M-V/def2-TZVPD) for C21H36CoP2Se as an isolated structure.

Structure (XYZ):
```
61
Properties=species:S:1:pos:R:3
P -1.073 2.208 -4.338
P -3.136 -0.333 -2.333
C -2.281 0.832 -4.468
C -3.324 1.141 -3.392
H -1.597 -0.127 -4.308
H -2.615 0.673 -5.497
H -3.210 2.014 -2.713
H -4.317 1.210 -3.844
C -3.941 -1.568 -3.533
H -4.206 -2.511 -3.042
H -3.249 -1.753 -4.362
H -4.867 -1.117 -3.927
C -4.925 -0.092 -1.610
H -5.597 0.181 -2.434
H -5.008 0.708 -0.866
H -5.335 -1.009 -1.165
C -0.223 1.994 -5.879
H 0.849 1.816 -5.734
H -0.364 2.863 -6.531
H -0.653 1.124 -6.397
C -2.203 3.644 -4.476
H -3.082 3.536 -3.832
H -2.572 3.744 -5.498
H -1.727 4.594 -4.206
Co -1.219 0.588 -2.893
C -5.190 -3.504 -0.635
C -4.189 -4.285 -1.076
C -2.751 -3.969 -1.420
C -1.992 -2.921 -0.530
C -2.654 -2.665 0.803
C -3.536 -1.660 0.988
C -4.969 -1.804 1.377
C -5.485 -3.174 0.816
C -0.064 2.741 -2.905
H -6.030 -3.266 -1.306
H -4.419 -5.353 -1.244
H -2.700 -3.633 -2.469
H -2.185 -4.913 -1.399
H -0.961 -3.254 -0.386
H -1.938 -1.967 -1.100
H -2.416 -3.399 1.560
H -3.262 -0.643 0.671
H -5.565 -0.924 1.041
H -5.045 -1.844 2.489
H -4.953 -3.926 1.406
H -6.557 -3.259 1.022
H -0.554 2.511 -1.925
H 0.020 3.831 -3.018
H 0.950 2.293 -2.934
Se 0.806 -0.364 -2.287
C 1.786 0.383 -0.732
C 3.156 0.050 -0.633
C 3.897 0.403 0.488
C 3.295 1.115 1.536
C 1.962 1.505 1.416
C 1.198 1.133 0.300
H 3.612 -0.520 -1.448
H 4.941 0.107 0.542
H 3.880 1.363 2.418
H 1.500 2.095 2.206
H 0.141 1.401 0.237
```

Summary:
LUMO energy (spin up / spin down) = 0.285 / 0.244 eV
highest occupied orbital energy (spin up / spin down) = -0.2358 / -0.2276 Ha
energy relative to the best compared isomer or geometry (same formula, charge and spin) = 6.456 eV
E = -143900.9123 eV
multiplicity = 4
Kohn-Sham gap (spin up / spin down) = 6.70 / 6.44 eV

=====

Values for max |F|, eV/A, ordered as above
5.8, 3.6, 2.2, 3.7, 4.2, 0.7, 5.2